No. 1
{
  "formula": "C5H8ClN",
  "method": "wB97M-V/def2-TZVPD",
  "de_lowest_kcal_mol": 119.9,
  "e_homo_ev": [-7.80, -8.93],
  "charge": 0,
  "total_energy_ev": -19321.7534,
  "spin_multiplicity": 1,
  "symbols": ["C", "C", "C", "C", "C", "N", "Cl", "H", "H", "H", "H", "H", "H", "H", "H"],
  "xyz": [[1.979, 2.060, 0.873], [1.622, 2.017, -0.374], [-0.444, -0.723, -0.443], [-0.857, -2.104, -1.009], [-1.320, -0.239, 0.651], [0.525, -0.224, -1.007], [1.464, 2.770, -1.804], [2.554, 2.843, 1.390], [1.881, 1.215, 1.579], [-1.804, -1.952, -1.544], [-1.026, -2.722, -0.098], [0.088, -2.419, -1.625], [-1.527, 0.797, 0.806], [-0.941, -0.492, 1.711], [-2.193, -0.826, 0.895]],
  "nbo_charge": [-0.540, 0.022, 0.153, -0.639, -0.700, -0.254, 0.121, 0.208, 0.227, 0.227, 0.215, 0.244, 0.245, 0.240, 0.232]
}


No. 2
{
  "formula": "C48H60N3O3PRbS3",
  "method": "wB97M-V/def2-TZVPD",
  "e_homo_ev": -3.48,
  "charge": -1,
  "total_energy_ev": -103814.6315,
  "spin_multiplicity": 1,
  "symbols": ["Rb", "C", "N", "C", "C", "N", "C", "C", "C", "C", "C", "C", "C", "S", "C", "C", "C", "C", "C", "C", "S", "H", "H", "H", "H", "H", "H", "H", "H", "H", "H", "H", "H", "H", "H", "H", "H", "H", "H", "C", "C", "C", "C", "C", "O", "C", "N", "C", "C", "C", "C", "C", "C", "P", "C", "C", "C", "C", "C", "C", "C", "C", "C", "C", "C", "C", "H", "H", "H", "H", "H", "H", "H", "H", "H", "H", "H", "H", "H", "H", "H", "H", "H", "H", "H", "H", "H", "H", "H", "H", "C", "C", "C", "O", "C", "H", "H", "H", "H", "H", "H", "H", "H", "C", "C", "S", "O", "C", "C", "H", "H", "H", "H", "H", "H", "H", "H", "H", "H"],
  "xyz": [[-1.133, 0.892, -0.533], [1.357, 3.254, -0.090], [0.040, 3.772, 0.253], [-0.106, 4.003, 1.680], [-0.194, 2.740, 2.523], [-1.461, 2.038, 2.464], [-1.378, 0.793, 3.218], [-2.637, 2.772, 2.826], [-2.564, 3.863, 3.690], [-3.692, 4.579, 4.059], [-4.926, 4.181, 3.564], [-5.010, 3.085, 2.722], [-3.886, 2.346, 2.324], [-4.090, 0.970, 1.269], [-0.284, 4.912, -0.565], [-0.193, 6.198, -0.035], [-0.494, 7.328, -0.781], [-0.880, 7.168, -2.104], [-0.956, 5.898, -2.647], [-0.668, 4.732, -1.916], [-0.794, 3.194, -2.728], [2.159, 3.945, 0.221], [1.403, 3.096, -1.168], [1.543, 2.293, 0.400], [-1.011, 4.591, 1.829], [0.735, 4.599, 2.080], [0.085, 2.997, 3.564], [0.571, 2.026, 2.201], [-1.097, 0.975, 4.270], [-0.629, 0.139, 2.767], [-2.345, 0.292, 3.187], [-1.599, 4.168, 4.079], [-3.604, 5.434, 4.719], [-5.827, 4.725, 3.825], [-5.971, 2.774, 2.332], [0.120, 6.331, 0.993], [-0.426, 8.311, -0.332], [-1.130, 8.028, -2.715], [-1.262, 5.766, -3.677], [-2.201, -3.837, -0.473], [-3.152, -2.834, 0.168], [-3.611, -1.752, -0.805], [-2.567, -2.198, 1.443], [-3.113, -2.803, 2.733], [-1.987, -2.776, 3.627], [-0.900, -2.547, 2.839], [-1.096, -2.294, 1.612], [0.380, -2.614, 3.565], [0.392, -3.325, 4.768], [1.542, -3.431, 5.525], [2.704, -2.811, 5.091], [2.697, -2.094, 3.907], [1.547, -1.978, 3.118], [1.611, -1.017, 1.540], [3.163, -0.079, 1.786], [4.291, -0.226, 0.985], [5.374, 0.635, 1.124], [5.347, 1.646, 2.070], [4.231, 1.791, 2.886], [3.148, 0.942, 2.739], [2.105, -2.378, 0.407], [1.494, -2.449, -0.841], [1.799, -3.483, -1.719], [2.723, -4.451, -1.362], [3.341, -4.389, -0.120], [3.029, -3.364, 0.757], [-2.690, -4.350, -1.305], [-1.867, -4.592, 0.243], [-1.307, -3.341, -0.855], [-4.054, -3.377, 0.478], [-2.775, -1.103, -1.077], [-4.372, -1.110, -0.363], [-3.998, -2.169, -1.739], [-2.810, -1.128, 1.438], [-3.438, -3.843, 2.623], [-3.913, -2.203, 3.164], [-0.521, -3.793, 5.105], [1.527, -3.991, 6.452], [3.616, -2.879, 5.670], [3.608, -1.609, 3.587], [4.331, -1.017, 0.249], [6.240, 0.511, 0.484], [6.185, 2.323, 2.171], [4.197, 2.576, 3.631], [2.282, 1.070, 3.380], [0.782, -1.689, -1.140], [1.316, -3.523, -2.686], [2.959, -5.257, -2.047], [4.061, -5.146, 0.169], [3.504, -3.333, 1.731], [2.700, 0.543, -4.707], [3.849, 0.232, -3.735], [3.158, 0.167, -2.359], [1.759, 0.292, -2.586], [1.610, 1.066, -3.783], [2.366, -0.364, -5.211], [2.975, 1.268, -5.472], [4.597, 1.025, -3.746], [4.356, -0.701, -3.982], [3.499, 0.989, -1.719], [3.328, -0.773, -1.836], [1.737, 2.128, -3.556], [0.591, 0.939, -4.144], [-3.641, -4.379, -4.352], [-3.474, -3.045, -5.063], [-2.126, -2.040, -4.381], [-2.029, -0.836, -5.239], [-0.744, -3.111, -4.889], [0.497, -2.244, -5.021], [-4.499, -4.916, -4.759], [-3.813, -4.233, -3.285], [-2.765, -5.018, -4.471], [-4.357, -2.418, -4.936], [-3.285, -3.147, -6.133], [-0.991, -3.595, -5.838], [-0.634, -3.879, -4.119], [0.312, -1.451, -5.743], [1.341, -2.846, -5.360], [0.764, -1.767, -4.074]],
  "nbo_charge": [0.889, -0.434, -0.476, -0.239, -0.213, -0.463, -0.423, 0.074, -0.203, -0.279, -0.226, -0.233, -0.134, -0.565, 0.180, -0.281, -0.254, -0.232, -0.237, -0.174, -0.566, 0.163, 0.243, 0.179, 0.232, 0.157, 0.157, 0.197, 0.159, 0.191, 0.233, 0.189, 0.195, 0.195, 0.211, 0.199, 0.192, 0.193, 0.211, -0.593, -0.209, -0.594, -0.156, -0.084, -0.510, 0.539, -0.483, -0.105, -0.173, -0.211, -0.224, -0.154, -0.294, 0.869, -0.369, -0.155, -0.229, -0.217, -0.197, -0.211, -0.361, -0.100, -0.242, -0.196, -0.227, -0.196, 0.190, 0.206, 0.208, 0.190, 0.177, 0.248, 0.192, 0.274, 0.164, 0.214, 0.233, 0.211, 0.210, 0.214, 0.211, 0.210, 0.211, 0.213, 0.223, 0.215, 0.209, 0.207, 0.209, 0.217, -0.431, -0.437, -0.073, -0.557, -0.083, 0.197, 0.213, 0.204, 0.202, 0.171, 0.181, 0.200, 0.218, -0.625, -0.605, 1.262, -0.977, -0.614, -0.638, 0.219, 0.219, 0.207, 0.235, 0.220, 0.211, 0.217, 0.245, 0.210, 0.225]
}


No. 3
{
  "formula": "C5H7NO",
  "method": "wB97M-V/def2-TZVPD",
  "de_lowest_kcal_mol": 82.2,
  "e_homo_ev": -8.85,
  "charge": 0,
  "total_energy_ev": -8832.6383,
  "spin_multiplicity": 1,
  "symbols": ["C", "C", "C", "O", "C", "N", "C", "H", "H", "H", "H", "H", "H", "H"],
  "xyz": [[0.343, -2.670, 0.884], [-0.426, -0.312, 0.628], [-0.241, 0.962, 0.850], [0.215, 1.906, -0.055], [-0.245, 1.803, -1.328], [0.300, 2.827, -1.984], [-0.652, -1.596, 0.525], [-0.166, -3.517, 1.356], [1.094, -2.287, 1.580], [0.859, -3.051, -0.003], [-0.426, 1.409, 1.821], [0.916, 3.507, -1.546], [0.054, 2.968, -2.950], [-1.627, -1.922, 0.160]],
  "nbo_charge": [-0.634, -0.001, 0.048, -0.540, 0.294, -0.809, -0.214, 0.216, 0.220, 0.222, 0.200, 0.381, 0.399, 0.218]
}


No. 4
{
  "formula": "C4H6N3O2",
  "method": "wB97M-V/def2-TZVPD",
  "de_lowest_kcal_mol": 100.2,
  "e_homo_ev": -13.54,
  "charge": 1,
  "total_energy_ev": -12800.3672,
  "spin_multiplicity": 1,
  "symbols": ["C", "C", "C", "C", "N", "N", "N", "O", "O", "H", "H", "H", "H", "H", "H"],
  "xyz": [[-0.877, 0.658, 0.510], [0.037, 1.669, 0.755], [-0.628, -2.098, -0.482], [0.563, -2.242, -1.337], [1.076, -0.184, 0.369], [-0.177, -0.399, 0.234], [-0.022, 2.941, 1.081], [-1.686, -2.395, -0.142], [1.246, 1.060, 0.721], [-1.904, 0.554, 0.615], [1.316, -2.360, -0.535], [0.794, -1.172, -1.560], [0.368, -2.921, -2.135], [-0.966, 3.408, 1.101], [0.861, 3.483, 0.803]],
  "nbo_charge": [-0.184, 0.500, 0.872, -0.754, 0.055, -0.201, -0.776, -0.352, -0.212, 0.256, 0.313, 0.298, 0.296, 0.446, 0.445]
}


No. 5
{
  "formula": "C25H32Cl2IrN5O3S2",
  "method": "wB97M-V/def2-TZVPD",
  "de_lowest_kcal_mol": 45.6,
  "e_homo_ev": [-11.21, -11.19],
  "charge": 1,
  "total_energy_ev": -89584.8317,
  "spin_multiplicity": 2,
  "s_squared": 0.76,
  "symbols": ["Ir", "C", "C", "N", "N", "C", "S", "S", "C", "C", "C", "C", "C", "C", "C", "C", "C", "C", "C", "C", "C", "O", "H", "H", "H", "H", "H", "H", "H", "H", "H", "H", "H", "H", "H", "H", "Cl", "C", "Cl", "H", "H", "C", "C", "C", "C", "N", "N", "H", "H", "H", "H", "H", "H", "H", "H", "H", "H", "H", "H", "O", "C", "C", "C", "C", "O", "N", "H", "H", "H", "H"],
  "xyz": [[0.464, -0.244, -1.091], [3.461, 0.673, 2.096], [2.671, -0.077, 1.065], [1.794, 0.571, 0.330], [1.824, 1.953, 0.549], [0.825, 2.581, 0.061], [-0.487, 1.737, -0.707], [0.596, 4.307, 0.238], [0.687, 4.424, 2.067], [-0.513, 3.821, 2.735], [-0.529, 2.474, 3.091], [-1.662, 1.903, 3.652], [-2.795, 2.675, 3.865], [-2.784, 4.020, 3.526], [-1.651, 4.588, 2.964], [2.961, -1.479, 0.859], [4.222, -1.995, 1.214], [4.537, -3.307, 0.958], [3.588, -4.152, 0.369], [2.348, -3.679, 0.017], [2.026, -2.340, 0.255], [0.794, -1.907, 0.001], [2.813, 1.347, 2.648], [4.220, 1.294, 1.617], [3.936, -0.016, 2.785], [0.749, 5.498, 2.240], [1.620, 3.968, 2.389], [0.359, 1.873, 2.947], [-1.655, 0.859, 3.938], [-3.680, 2.233, 4.304], [-3.659, 4.632, 3.706], [-1.650, 5.639, 2.700], [4.965, -1.346, 1.655], [5.517, -3.687, 1.211], [3.839, -5.187, 0.180], [1.608, -4.314, -0.446], [4.088, -0.783, -2.265], [3.905, 0.796, -3.010], [2.233, 1.408, -2.867], [4.121, 0.721, -4.069], [4.548, 1.513, -2.515], [-5.064, -0.510, -0.675], [-3.704, -0.466, 0.017], [-3.637, -1.548, 1.092], [-3.495, 0.906, 0.658], [-2.737, -0.779, -1.064], [-1.437, -1.210, -0.694], [-5.854, -0.288, 0.041], [-5.244, -1.493, -1.109], [-5.116, 0.233, -1.472], [-4.510, -1.459, 1.737], [-2.764, -1.446, 1.744], [-3.645, -2.548, 0.656], [-4.239, 1.076, 1.437], [-3.596, 1.702, -0.082], [-2.513, 0.990, 1.123], [-2.645, -0.071, -1.785], [-1.239, -2.092, -1.164], [-1.402, -1.414, 0.302], [-0.949, 0.034, -3.174], [-0.321, -0.959, -3.574], [-0.396, -1.671, -4.890], [0.570, -2.841, -4.687], [1.172, -2.650, -3.298], [2.002, -3.332, -2.769], [0.570, -1.513, -2.734], [-0.093, -0.989, -5.684], [-1.424, -1.969, -5.092], [1.378, -2.875, -5.416], [0.075, -3.812, -4.707]],
  "nbo_charge": [1.247, -0.681, 0.407, -0.371, -0.326, -0.096, 0.124, 0.307, -0.541, 0.039, -0.254, -0.200, -0.211, -0.194, -0.226, -0.155, -0.160, -0.229, -0.142, -0.223, 0.352, -0.692, 0.255, 0.262, 0.238, 0.247, 0.238, 0.203, 0.215, 0.221, 0.225, 0.218, 0.221, 0.231, 0.230, 0.239, 0.010, -0.388, -0.006, 0.236, 0.234, -0.603, 0.099, -0.634, -0.631, -0.474, -0.549, 0.221, 0.223, 0.215, 0.240, 0.198, 0.224, 0.225, 0.218, 0.214, 0.397, 0.402, 0.418, -0.645, 0.686, -0.505, -0.515, 0.702, -0.552, -0.695, 0.257, 0.254, 0.254, 0.252]
}


No. 6
{
  "formula": "BrLi",
  "method": "wB97M-V/def2-TZVPD",
  "de_lowest_kcal_mol": 9.9,
  "e_homo_ev": -8.47,
  "charge": 0,
  "total_energy_ev": -70248.5498,
  "spin_multiplicity": 1,
  "symbols": ["Li", "Br"],
  "xyz": [[0.771, 0.150, 1.050], [-0.771, -0.150, -1.050]],
  "nbo_charge": [0.926, -0.926]
}